The following is a quantum chemistry calculation of 10 unconnected molecules or ions with the total composition C3H28N2O9, from OMol25.

Each line ends with the Löwdin charge.
CARTESIAN COORDINATES (ANGSTROEM)
1 C 0.004 -0.894 -1.923  -0.17
2 N -1.045 -0.862 -1.002  -0.14
3 C -0.568 -0.083 0.259  -0.21
4 C -1.588 0.050 1.385  -0.25
5 N -0.855 0.768 2.480  0.00
6 H 0.206 0.112 -2.341  0.08
7 H 0.964 -1.218 -1.509  0.07
8 H -0.227 -1.589 -2.779  0.10
9 H -1.944 -0.351 -1.313  0.14
10 H -0.139 0.948 -0.060  0.11
11 H 0.237 -0.686 0.702  0.07
12 H -2.181 -0.870 1.673  0.13
13 H -2.405 0.778 1.192  0.08
14 H -0.453 0.031 3.138  0.11
15 H -1.527 1.246 2.996  0.04
16 O -4.354 0.445 0.127  -0.06
17 H -4.481 -0.191 -0.623  0.07
18 H -3.902 1.175 -0.189  -0.08
19 O 1.486 -2.362 1.356  -0.14
20 H 1.570 -2.956 2.202  0.12
21 H 0.563 -2.637 1.004  0.03
22 O 1.745 1.478 1.294  -0.05
23 H 1.092 2.092 1.517  0.00
24 H 1.456 0.700 1.802  0.03
25 O -0.517 2.547 -2.126  -0.11
26 H 0.419 2.795 -1.725  0.06
27 H -0.691 1.831 -1.555  -0.07
28 O 4.042 -2.163 0.662  -0.04
29 H 3.121 -2.429 0.946  0.02
30 H 4.066 -1.341 0.988  -0.04
31 O -1.009 -3.245 0.671  -0.08
32 H -0.890 -4.121 0.400  0.02
33 H -1.266 -2.526 -0.049  0.09
34 O -2.952 2.616 -0.626  -0.04
35 H -2.869 3.003 -1.517  0.07
36 H -2.236 3.097 -0.236  0.04
37 O 1.949 2.311 -1.369  -0.07
38 H 1.877 1.537 -0.840  -0.02
39 H 2.832 2.424 -1.859  0.12
40 O 3.163 -0.407 -1.089  -0.02
41 H 3.479 -1.243 -0.780  -0.01
42 H 3.829 0.190 -1.285  0.01

Output
Structure (SMILES): CNCCN.O.O.O.O.O.O.O.O.O
HOMO energy, eV: -9.45
ΔE to the lowest compared entry with this formula, charge and spin, kcal per mole: 58.15
Gap between HOMO and LUMO, eV: 9.79